1.
{
  "formula": "C19H28P2TeZn",
  "method": "wB97M-V/def2-TZVPD",
  "species": ["Zn", "C", "P", "C", "C", "C", "P", "C", "C", "H", "H", "H", "H", "H", "H", "H", "H", "H", "H", "H", "H", "H", "H", "H", "H", "C", "H", "H", "Te", "C", "C", "C", "C", "C", "C", "C", "C", "C", "C", "C", "C", "H", "H", "H", "H", "H", "H", "H", "H", "H", "H"],
  "positions_angstrom": [[-1.403909, 1.594704, 2.619236], [0.521921, -0.773989, 4.281982], [0.219767, -0.767483, 2.469694], [1.728615, -1.674017, 1.901893], [-0.970288, -2.190787, 2.392067], [-1.666274, -2.225455, 1.041573], [-2.601102, -0.639823, 0.786864], [-3.222524, -0.949732, -0.925696], [-4.146558, -1.098717, 1.688963], [0.627394, -1.791033, 4.654569], [-0.309753, -0.277161, 4.779662], [1.429958, -0.206345, 4.480914], [1.958266, -2.509765, 2.565216], [2.572967, -0.986515, 1.880348], [1.563908, -2.043841, 0.889636], [-1.699934, -2.047647, 3.192160], [-0.420167, -3.116338, 2.590601], [-2.355604, -3.073779, 0.966632], [-0.926662, -2.305898, 0.239085], [-3.672414, -1.937266, -1.018355], [-2.400230, -0.850465, -1.631308], [-3.969077, -0.190420, -1.158119], [-4.500124, -2.086279, 1.391418], [-4.913439, -0.359544, 1.463407], [-3.964483, -1.076924, 2.762256], [-2.262134, 1.067078, 4.302616], [-3.193368, 1.664388, 4.345663], [-2.606489, 0.079856, 3.920149], [0.181603, 0.923260, -0.512750], [2.297480, 0.694789, -0.818528], [2.767270, -0.437502, -1.462918], [4.121344, -0.609087, -1.685744], [5.018633, 0.359535, -1.270705], [4.553684, 1.495932, -0.632687], [3.198008, 1.659809, -0.402357], [-0.041223, 1.664554, -2.529128], [0.147969, 3.007254, -2.813449], [0.010226, 3.479398, -4.107187], [-0.326493, 2.610396, -5.130996], [-0.518284, 1.268604, -4.854177], [-0.375736, 0.800841, -3.559835], [2.069857, -1.195751, -1.791465], [4.474324, -1.500666, -2.181394], [6.076254, 0.226021, -1.444028], [5.249959, 2.257385, -0.314341], [2.843501, 2.543875, 0.107978], [0.405109, 3.689359, -2.014841], [0.162755, 4.528745, -4.316601], [-0.428361, 2.974460, -6.142793], [-0.780970, 0.581821, -5.646889], [-0.525175, -0.249836, -3.348290]],
  "forces_ev_per_a": [[-0.08, -0.36, -0.05], [0.06, 0.17, -0.22], [0.36, -0.81, 0.82], [-0.12, 0.35, -0.11], [0.04, 0.30, -0.07], [-0.08, 0.21, -0.09], [-0.64, -0.69, -0.33], [0.11, 0.24, 0.22], [0.24, 0.20, 0.00], [0.12, -0.12, 0.00], [-0.04, 0.08, 0.02], [0.08, -0.01, 0.11], [-0.07, 0.03, 0.01], [0.10, -0.03, -0.06], [0.07, -0.01, -0.04], [0.01, -0.03, 0.06], [-0.05, 0.08, 0.07], [0.06, 0.06, -0.08], [-0.05, -0.04, -0.04], [-0.02, -0.07, -0.01], [0.03, -0.02, -0.11], [-0.03, -0.01, -0.09], [0.00, -0.02, -0.03], [-0.06, 0.05, 0.06], [-0.09, 0.00, 0.01], [-0.14, 0.28, -0.08], [0.16, 0.00, 0.10], [0.00, 0.06, 0.00], [0.55, 0.20, -0.85], [-0.52, 0.06, 0.21], [-0.20, -0.24, -0.07], [0.06, -0.04, -0.05], [0.07, -0.01, -0.02], [0.14, 0.03, 0.01], [-0.10, 0.23, 0.18], [-0.06, -0.12, 0.50], [0.05, 0.19, 0.27], [0.01, 0.11, -0.08], [0.05, 0.02, -0.07], [-0.03, -0.06, -0.15], [-0.06, -0.34, 0.18], [-0.04, -0.07, -0.03], [0.03, -0.09, -0.06], [0.08, 0.01, -0.01], [0.04, 0.08, 0.06], [-0.02, 0.09, 0.02], [0.02, 0.08, 0.02], [0.01, 0.06, 0.01], [-0.03, 0.04, -0.06], [-0.01, -0.03, -0.04], [-0.02, -0.07, -0.03]],
  "total_charge": 0,
  "e_tot_ha": -3470.6670,
  "homo_lumo_gap_ev": [6.29, 6.28],
  "lumo_energy_ev": [-0.1, -0.1],
  "fmax_ev_per_a": 1.21,
  "e_homo_ev": [-6.41, -6.41]
}

2.
{
  "formula": "C4H6O2",
  "method": "wB97M-V/def2-TZVPD",
  "species": ["O", "C", "C", "C", "C", "O", "H", "H", "H", "H", "H", "H"],
  "positions_angstrom": [[-0.298174, -1.181974, 1.356072], [-0.312691, 0.165264, 1.492186], [-0.462015, 0.286868, -1.353956], [0.818891, -0.311867, -1.137744], [-0.078610, 0.887024, 0.176609], [-0.463022, 0.681985, 2.583850], [-0.448902, -1.561416, 2.236116], [-0.519255, 0.927880, -2.254849], [-1.350711, -0.302079, -1.209319], [1.653231, -0.067403, -1.819469], [0.909211, -1.259207, -0.631516], [0.522852, 1.775352, 0.401211]],
  "forces_ev_per_a": [[-0.29, -0.24, 0.06], [0.05, 0.06, -0.65], [-0.49, 0.91, 1.62], [0.09, 0.66, 1.43], [1.81, -1.62, -2.05], [0.22, -0.08, -1.28], [-0.05, 0.14, -0.06], [-0.14, 0.19, 1.13], [-0.18, -0.31, -0.21], [-0.38, 0.45, 0.95], [-0.14, -0.03, -0.03], [-0.49, -0.12, -0.91]],
  "total_charge": 0,
  "e_tot_ha": -306.4103,
  "e_above_lowest_kj_mol": 252.06,
  "homo_lumo_gap_ev": 9.80,
  "lumo_energy_ev": 0.8,
  "fmax_ev_per_a": 3.18,
  "e_homo_ev": -9.05
}

Question: Number 2 is which compound?
Answer: C4H6O2